The following is a DFT calculation (ωB97M-V/def2-TZVPD) of the molecule C5H7NO2.

```
! wB97M-V def2-TZVPD RIJCOSX def2/J DEFGRID3
* xyz 0 1
C 0.215 -1.957 -0.312
C 0.008 -0.517 -0.017
C 0.772 0.585 0.110
N 2.101 0.861 0.241
C -0.365 1.597 0.153
O -1.256 1.278 -0.962
C -1.268 0.307 0.015
O -2.416 -0.062 0.613
H -0.271 -2.581 0.439
H -0.204 -2.222 -1.286
H 1.279 -2.191 -0.319
H 2.380 1.796 -0.015
H 2.742 0.131 -0.030
H -0.644 2.340 0.880
H -3.073 0.636 0.488
*
```

Properties
energy relative to the best compared isomer or geometry (same formula, charge and spin)	80.70	kcal/mol
E_tot	-10880.1181	eV
F_max	2.88	eV/A